DFT (ωB97M-V with the def2-TZVPD basis set) results for a molecular structure, CH2BrI at a distorted geometry.

Summary:
F_max: 0.0954 Eh/bohr
E_tot: -79209.8535 eV

Geometry as ORCA input:
```
! wB97M-V def2-TZVPD RIJCOSX def2/J DEFGRID3
* xyz 0 1
C 0.699 -0.369 -0.189
Br 0.630 -2.345 0.005
I 2.637 0.381 0.045
H -0.258 -0.118 1.099
H 0.216 -0.310 -1.195
*
```

Mulliken population analysis, charges in e, atoms 1 to 4: number 1, C, carries -0.69; number 2, Br, carries -0.09; number 3, I, carries 0.16; number 4, H, carries 0.30